[1]
This record from the OMol25 dataset describes a molecular structure, C22H33BEuN5O2S2 in a non-equilibrium geometry. The level of theory is ωB97M-V with the def2-TZVPD basis set.

Summary:
energy: -76557.5573 eV
2S+1: 7
charge: +2
HOMO energy (spin up / spin down): -12.974 / -11.805 eV
Kohn-Sham gap (spin up / spin down): 7.5 / 5.8 eV

Geometry as XYZ:
```
66
C22H33BEuN5O2S2, DFT ωB97M-V with the def2-TZVPD basis set
C -1.658 -1.997 2.286
C 5.469 3.031 0.531
H -3.242 0.271 0.353
H -2.646 3.263 -2.116
H -2.577 2.082 1.660
C -1.280 -2.890 -1.785
N -0.418 -1.795 1.524
H -3.173 -5.003 -3.730
H -3.850 -2.197 -3.507
C 3.351 2.212 -0.845
C 3.298 4.299 0.518
N -2.406 1.205 -1.960
S -4.729 2.149 -2.673
C -1.804 1.068 3.362
Eu -0.351 0.198 -0.176
C -3.205 0.152 -2.224
O 3.493 2.103 1.444
H 4.416 0.354 -0.459
O 2.062 1.679 -0.236
C -2.552 -1.175 -2.200
H 3.835 3.527 -2.492
C -0.453 -5.106 -1.574
H -3.846 1.125 2.472
H -1.926 1.977 3.912
H 3.622 5.006 -0.236
C -2.750 1.074 2.163
H 6.007 3.391 -0.392
H 3.553 0.514 -2.152
C 3.955 2.959 0.359
C -4.497 0.483 -2.593
H 2.419 2.561 -2.721
B 2.358 1.549 1.072
H 5.889 2.048 0.760
H -3.606 -1.091 2.405
H 5.054 1.323 -1.674
S -0.051 1.124 2.789
H -1.612 -6.650 -2.489
H -5.303 -0.236 -2.634
H 0.348 -5.729 -1.201
C 4.115 0.963 -1.321
H 1.687 -0.222 3.618
H -2.004 0.284 4.043
H -3.271 -1.865 0.823
H 2.411 3.985 -1.698
C -3.064 2.331 -2.210
H -1.826 -3.019 2.303
C 0.752 -1.719 2.399
C -1.552 -5.586 -2.323
H 0.103 -0.678 4.249
H 5.691 3.603 1.455
H 1.642 -1.536 1.748
C -2.856 -1.286 1.649
N -2.599 0.044 1.126
C -0.257 -3.737 -1.336
N -1.497 -1.530 -1.580
H 2.235 4.279 0.538
H 3.672 4.732 1.494
C 2.992 3.104 -1.989
H -1.570 -1.585 3.301
C 0.673 -0.488 3.368
N -3.116 -2.224 -2.822
C -2.318 -3.359 -2.584
H 1.000 -2.606 2.978
C -2.445 -4.700 -2.947
H 0.624 -3.412 -0.819
H -0.414 -2.630 0.996
```

natural (NBO) population analysis, charges in e, atoms 1 to 5:
1. C -0.237
2. C -0.636
3. H 0.396
4. H 0.229
5. H 0.206

---

[2]
This record from the OMol25 dataset describes a molecular structure, C22H33ErN2OP3 in a non-equilibrium geometry. The level of theory is ωB97M-V with the def2-TZVPD basis set.

Summary:
energy: -83849.0292 eV
2S+1: 5
charge: +2
HOMO energy (spin up / spin down): -14.126 / -14.132 eV
Kohn-Sham gap (spin up / spin down): 8.2 / 5.2 eV

Geometry as XYZ:
```
62
C22H33ErN2OP3, DFT ωB97M-V with the def2-TZVPD basis set
H 0.884 -4.463 4.109
O 1.642 0.461 -2.361
C 1.489 -3.035 -0.818
H -1.166 -5.386 3.030
P 0.371 0.100 2.202
H 1.500 -2.103 3.802
C 1.215 0.165 -3.687
C 0.231 -3.812 3.529
H -2.522 -3.928 1.534
C -2.842 2.709 2.089
C 1.906 -1.126 -4.115
H 0.687 2.623 3.684
C -2.394 3.803 2.840
H -3.087 0.281 -2.546
N -0.579 -1.702 -1.333
H 1.383 0.330 4.421
H -1.852 2.814 -2.415
H -0.730 4.612 3.956
H 1.444 3.708 0.606
C 1.738 0.364 3.380
H 3.671 -1.548 -0.974
H -0.307 4.125 -1.164
C -0.813 1.463 2.618
H 2.518 -0.389 3.244
H 1.699 -1.947 -3.423
H -2.582 -2.123 -2.027
H 3.163 -2.103 1.107
H 0.528 3.432 -2.530
H 2.594 1.622 -4.460
H 2.570 3.175 -0.952
C -1.115 2.240 -1.817
C 1.540 1.341 -4.581
P 1.424 2.647 -0.329
H -0.213 -3.761 -1.763
H 0.116 0.006 -3.734
C -0.907 -4.337 2.904
H 1.763 -4.101 -0.784
N -1.300 1.021 -1.477
C -2.066 1.557 1.974
H -2.416 0.741 1.326
C -1.362 -2.151 1.947
H 0.923 2.196 -4.293
H -3.010 4.695 2.948
H -3.804 2.778 1.572
H 2.990 -0.963 -4.101
C 0.176 -2.808 -1.343
C -0.339 2.603 3.295
H -1.539 -1.383 -3.238
H -2.963 -0.152 -0.830
Er 0.593 0.071 -0.631
C 0.051 3.177 -1.574
H 2.215 1.333 3.202
C -1.679 -3.502 2.086
C -1.761 -1.384 -2.152
H 1.597 -1.417 -5.126
C -1.121 3.748 3.423
C -2.363 -0.012 -1.757
C 0.556 -2.466 3.379
H -1.945 -1.541 1.244
H 1.338 1.055 -5.618
P 2.525 -1.766 -0.136
C -0.262 -1.591 2.635
```

natural (NBO) population analysis, charges in e, atoms 1 to 5:
1. H 0.242
2. O -0.944
3. C -0.342
4. H 0.243
5. P 0.756

---

[3]
This record from the OMol25 dataset describes a molecular structure, C22H33HgNO3P2 in a non-equilibrium geometry. The level of theory is ωB97M-V with the def2-TZVPD basis set.

Summary:
energy: -53725.1976 eV
2S+1: 2
charge: +1
HOMO energy (spin up / spin down): -7.128 / -9.250 eV
Kohn-Sham gap (spin up / spin down): 3.6 / 5.8 eV

Geometry as XYZ:
```
62
C22H33HgNO3P2, DFT ωB97M-V with the def2-TZVPD basis set
C -1.592 0.166 -6.754
H -3.658 0.592 4.585
H -1.550 2.837 5.461
C -0.217 -1.793 7.538
H 1.439 0.174 -3.457
H -2.217 2.087 -7.466
Hg 0.039 0.411 2.018
H 2.754 1.913 -2.990
C 0.587 -1.752 6.398
C 0.782 -0.240 -2.688
C -3.111 1.013 3.732
C -0.012 -1.312 -2.908
O 0.050 0.057 -0.454
H -0.712 -1.749 -5.106
C 3.022 1.530 -1.998
H -3.351 0.442 2.824
C -1.866 -0.385 6.467
P 1.155 -0.925 3.758
H -3.155 0.745 -8.157
H -0.887 -3.156 -6.329
C -0.830 2.530 4.688
C 3.791 2.542 -1.197
H -1.515 1.068 -8.735
H 0.121 -2.349 8.411
C -1.039 -0.276 5.346
H -1.716 -2.884 -8.368
C -1.209 0.708 -5.559
C 0.825 0.377 -1.377
H -1.311 1.785 -5.424
H -0.832 0.116 -4.731
N 1.827 1.347 -1.168
C -0.987 -2.099 -6.087
H 1.550 -2.269 6.388
H 3.569 0.584 -2.098
H 0.490 -3.122 3.068
H 3.399 -0.151 3.375
H 0.170 2.465 5.137
H 3.981 3.451 -1.774
C -1.478 -1.248 -7.021
C -1.446 -1.128 7.568
H -1.383 -1.355 -9.204
H 3.199 -0.782 5.045
C 2.734 -0.181 4.249
H -0.820 -1.554 -2.212
C 1.456 -2.622 3.227
H 2.021 -2.610 2.286
H 2.560 0.842 4.615
H -2.837 0.110 6.480
C -1.917 -1.807 -8.357
C 1.838 2.200 -0.068
C -2.150 1.059 -7.838
O 2.966 2.911 -0.050
H -2.993 -1.669 -8.533
H -0.815 3.267 3.875
H 0.214 -1.987 -3.728
O 0.953 2.336 0.787
H -3.387 2.069 3.583
C 0.167 -1.024 5.284
H 2.025 -3.166 3.993
P -1.333 0.919 4.007
H 4.722 2.117 -0.813
H -2.081 -1.178 8.452
```

natural (NBO) population analysis, charges in e, atoms 1 to 5:
1. C -0.030
2. H 0.249
3. H 0.253
4. C -0.186
5. H 0.204

---

[4]
This record from the OMol25 dataset describes 3 unconnected molecules or ions with the total composition C22H33IO8 in a non-equilibrium geometry. The level of theory is ωB97M-V with the def2-TZVPD basis set.

Summary:
energy: -47819.5579 eV
SMILES string: O=C1C=C(I)C(=O)c2ccccc21.COCCOCCOC.COCCOCCOC
charge: 0
HOMO energy: -8.916 eV
Kohn-Sham gap: 7.5 eV

Geometry as XYZ:
```
64
C22H33IO8, DFT ωB97M-V with the def2-TZVPD basis set
O 0.954 6.734 -2.036
H -5.305 -2.665 0.279
H -5.142 -3.801 1.641
C 0.648 9.212 2.031
H 1.136 -3.337 -3.508
C 0.597 8.289 3.286
C 0.574 8.614 0.578
H 2.619 1.947 -4.389
O -0.996 -3.003 2.290
C 0.455 -1.611 -2.430
H -0.768 -6.334 -0.267
H -1.637 -3.732 4.057
C 2.212 0.860 -1.776
C -1.499 -5.418 2.769
H 1.055 -3.574 -1.756
H -0.464 -5.626 3.057
H 0.626 8.728 4.334
C 0.458 7.072 0.408
H -4.450 -2.179 1.779
H 0.281 -6.126 1.139
O 2.586 0.370 -3.058
C 1.750 -0.269 -0.853
H 1.960 0.409 -4.999
H 0.979 1.401 -3.911
C -1.093 -2.970 0.865
H -0.771 -7.574 1.005
H -2.153 -6.013 3.417
H -0.755 -3.915 0.440
H 2.867 -3.525 -0.663
C 0.326 6.339 -1.026
C -2.447 -2.549 0.289
H -2.354 -2.456 -0.799
H -0.586 -1.938 -2.529
H -2.730 -1.569 0.695
C -0.693 -6.501 0.809
H -1.341 4.798 -1.900
C -0.642 5.043 -1.017
O 2.715 -2.545 -2.505
C 0.277 4.557 1.407
H 2.530 -1.015 -0.714
H 0.622 -0.933 -3.267
C 3.453 -3.298 -1.559
H -2.865 -3.722 2.830
H 4.314 -2.700 -1.252
H 0.751 10.345 2.158
O 0.868 3.694 2.099
H -0.358 -2.227 0.543
C 0.427 6.142 1.682
C 0.499 6.737 3.128
C -4.644 -3.003 1.086
H 3.102 1.327 -1.341
H 3.813 -4.222 -2.019
H 0.443 6.020 4.013
O 0.514 -0.901 -1.195
H 1.423 1.620 -1.848
C 1.330 -2.861 -2.539
C 2.000 1.078 -4.136
C -1.810 -3.937 2.995
H 0.599 9.258 -0.366
O -1.768 -5.819 1.432
H 1.586 0.169 0.137
I -1.966 2.436 0.301
C -0.665 4.197 0.141
O -3.449 -3.529 0.537
```

natural (NBO) population analysis, charges in e, atoms 1 to 5:
1. O -0.496
2. H 0.171
3. H 0.190
4. C -0.205
5. H 0.180

---

[5]
This record from the OMol25 dataset describes 11 unconnected molecules or ions with the total composition C22H33N11 in a non-equilibrium geometry. The level of theory is ωB97M-V with the def2-TZVPD basis set.

Summary:
energy: -39735.2235 eV
SMILES string: CC#N.CC#N.CC#N.CC#N.CC#N.CC#N.CC#N.CC#N.CC#N.CC#N.CC#N
charge: 0
HOMO energy: -11.049 eV
Kohn-Sham gap: 11.0 eV

Geometry as XYZ:
```
66
C22H33N11, DFT ωB97M-V with the def2-TZVPD basis set
N 21.867 -1.731 3.490
H 12.125 5.513 2.493
N 17.856 6.461 7.092
H 19.331 4.107 1.894
C 18.177 6.140 8.132
H 18.652 2.587 2.375
H 17.953 6.102 10.220
N 16.234 4.348 2.576
H 19.013 -5.963 2.873
H 15.034 2.275 4.241
C 18.793 -5.006 2.402
C 16.725 -2.881 5.602
C 13.868 -1.431 7.821
H 17.245 -3.616 4.988
N 16.073 -0.522 3.322
H 20.241 0.592 2.105
N 21.018 1.501 7.491
C 14.658 -3.666 0.387
H 14.177 -1.948 8.729
H 20.632 -0.647 0.791
H 15.244 1.373 5.807
H 15.880 -2.461 5.055
N 18.055 -0.771 6.553
C 20.428 -0.449 1.843
H 15.541 -3.557 -0.244
N 13.588 4.938 5.110
H 14.628 -1.767 7.115
H 16.560 2.208 4.914
H 18.107 1.161 8.819
C 13.399 5.026 4.035
H 13.743 5.674 7.841
H 13.174 4.156 2.109
C 18.671 5.743 9.482
H 18.193 2.825 8.306
N 15.422 7.451 9.779
H 18.649 4.660 9.604
H 18.999 2.402 9.759
H 17.930 -4.536 2.875
C 17.468 -1.718 6.163
N 18.230 -5.187 -0.134
N 14.141 -6.276 0.165
H 15.287 5.140 7.654
H 12.863 -1.744 7.540
C 18.685 3.644 2.639
C 15.023 6.486 9.170
H 19.011 3.839 3.661
H 13.828 5.828 2.186
C 15.660 1.601 4.826
C 17.324 4.028 2.556
C 13.796 -0.024 8.207
H 13.811 -3.117 -0.024
C 21.199 -1.181 2.760
H 19.676 6.080 9.735
C 14.365 -5.130 0.280
C 13.130 5.115 2.626
H 19.661 -4.348 2.430
H 14.252 4.354 8.972
H 19.400 -0.785 1.983
C 14.550 5.262 8.447
C 18.772 2.022 8.763
N 13.773 1.109 8.517
H 16.213 -3.389 6.419
C 19.997 1.751 8.015
C 18.467 -5.096 0.983
H 14.871 -3.387 1.419
C 15.906 0.399 3.993
```

natural (NBO) population analysis, charges in e, atoms 1 to 5:
1. N -0.311
2. H 0.247
3. N -0.344
4. H 0.264
5. C 0.300

---

[6]
This record from the OMol25 dataset describes a single C22H33N3O6S3 molecule in a non-equilibrium geometry. The level of theory is ωB97M-V with the def2-TZVPD basis set.

Summary:
energy: -72611.7713 eV
SMILES string: CSCC[C@H](NC(=O)C1CCN(S(=O)(=O)c2ccc(C)cc2)CC1)C(=O)N[C@H]1CCS(=O)(=O)C1
charge: 0
HOMO energy: -8.388 eV
Kohn-Sham gap: 8.8 eV

Geometry as XYZ:
```
67
C22H33N3O6S3, DFT ωB97M-V with the def2-TZVPD basis set
N -2.608 -0.482 -0.550
S -0.167 0.711 -3.421
H -1.644 1.653 -1.810
H -0.396 -1.446 -0.806
H 1.609 -4.616 -1.095
C -1.624 -1.896 -2.395
N -0.957 1.291 2.119
C -3.661 -0.588 0.288
C 1.604 1.892 1.579
S 0.013 1.646 0.825
H -3.837 0.706 -2.724
H -0.600 -0.313 3.393
C -2.120 2.125 2.318
H 2.513 -2.816 -2.802
C 3.544 1.012 2.647
O -1.756 -2.497 -3.440
C -2.717 -0.943 -1.915
O 0.084 0.512 -0.075
H 1.833 1.969 -3.186
C -1.130 -0.115 2.453
H 3.667 4.385 2.503
O 3.140 -3.194 0.676
N -0.562 -2.074 -1.579
H -2.923 -0.227 3.625
C -1.794 1.293 -2.828
C 4.041 2.300 2.827
O 1.066 -2.002 1.164
H 0.639 2.422 -1.942
C -3.277 1.660 1.435
H 6.163 2.446 2.735
H -4.572 0.040 2.049
O -0.423 2.881 0.229
C -3.569 0.156 1.623
H 0.146 -3.529 -2.818
H -0.645 -0.713 1.682
H 5.557 1.757 4.236
H 0.127 -4.156 -0.203
H -2.387 2.096 3.377
H -2.889 -0.203 -3.915
H 3.358 -1.244 -1.183
O -4.660 -1.222 0.008
H 5.425 3.498 3.940
H 0.466 3.024 -3.615
H -3.649 -1.525 -1.956
H -1.777 0.031 -0.291
H -1.832 3.143 2.053
C 0.525 -2.939 -1.976
H -2.072 2.138 -3.462
H -4.165 2.249 1.665
H -2.686 -1.590 2.539
H 1.937 -0.195 1.886
H 4.114 0.164 2.995
C 1.764 -2.131 -2.402
C 0.789 2.194 -2.993
H 1.483 -1.421 -3.180
H 1.742 -0.511 -0.952
H 1.482 4.004 1.381
H -3.008 1.869 0.397
C 5.370 2.515 3.480
C 2.289 -1.424 -1.170
C 2.074 3.180 1.747
S 1.927 -2.605 0.173
C 3.293 3.380 2.370
C -2.601 -0.506 2.619
C 2.325 0.801 2.027
C -2.873 0.225 -2.911
C 0.956 -3.800 -0.805
```

natural (NBO) population analysis, charges in e, atoms 1 to 5:
1. N -0.666
2. S 0.152
3. H 0.210
4. H 0.429
5. H 0.251

---

[7]
This record from the OMol25 dataset describes a single C22H33N5O3 molecule in a non-equilibrium geometry. The level of theory is ωB97M-V with the def2-TZVPD basis set.

Summary:
energy: -36940.9483 eV
SMILES string: CN(C)C[C@@H]1CCC[N@@H+]1[C@H](c1ccc(N(C)C)cc1)c1c([O-])n(C)c(=O)n(C)c1=O
charge: 0
HOMO energy: -7.712 eV
Kohn-Sham gap: 8.0 eV

Geometry as XYZ:
```
63
C22H33N5O3, DFT ωB97M-V with the def2-TZVPD basis set
N 4.038 -0.164 3.781
H -0.374 1.120 3.883
H -1.351 1.375 -2.994
H 3.463 -0.584 1.192
C 4.547 -1.522 4.012
C 2.780 0.040 3.162
C -1.482 -1.811 1.410
O -3.972 0.903 1.606
H 1.257 -0.294 0.133
N -4.200 -1.295 1.039
O -4.397 -3.427 0.128
C -1.821 2.937 -1.479
H 0.246 3.045 -1.019
C 1.700 0.479 3.954
N -0.648 1.431 0.016
O -0.382 -2.241 1.773
H -2.178 0.038 -0.527
C 0.326 0.469 1.972
C -5.636 -1.159 0.989
C -3.691 -2.525 0.569
C 0.460 0.720 3.336
N 0.470 4.136 1.425
H 3.747 -2.172 4.410
C 1.324 5.311 1.197
H 5.917 0.647 4.188
C -1.900 1.511 -2.047
H -0.817 -4.134 0.490
C -1.985 -0.445 1.547
C 1.359 -0.042 1.202
C -3.416 -0.212 1.452
H -0.390 4.868 3.240
H 1.554 5.404 0.121
H 4.968 -1.985 3.084
H -6.028 -2.115 0.650
H -0.632 -0.189 -1.355
H 0.843 6.259 1.532
H -2.752 3.266 -1.005
C 0.143 3.984 2.831
H 5.564 0.476 2.416
H -1.597 3.697 -2.258
H -5.994 -0.924 1.988
C -1.101 0.730 1.506
H 5.359 -1.436 4.759
H 1.069 3.840 3.403
H -2.414 -4.728 1.005
H -1.644 4.135 1.123
C -0.709 4.071 0.535
H -2.163 -4.280 -0.671
H -2.931 1.203 -2.243
H 2.263 5.190 1.762
C -1.882 -4.042 0.350
C 2.627 -0.208 1.780
C 5.134 0.739 3.412
C -1.336 0.571 -0.999
H 0.387 1.204 -0.079
C -0.707 2.900 -0.455
H -0.665 4.976 -0.124
H -1.610 1.542 2.052
N -2.297 -2.682 0.635
H 1.822 0.594 5.023
H 4.745 1.772 3.385
H -0.494 3.098 2.971
H -5.898 -0.357 0.303
```

natural (NBO) population analysis, charges in e, atoms 1 to 5:
1. N -0.486
2. H 0.215
3. H 0.211
4. H 0.217
5. C -0.400